# 1
64
Properties=species:S:1:pos:R:3:forces:R:3 method="wB97M-V/def2-TZVPD" homo_lumo_gap_ev="7.946 / 7.789" total_charge=0 multiplicity=2 s2=0.753
Cu -0.551322 -0.331766 -0.108606 0.0 -0.1 -0.1
O -2.124599 -4.467168 0.241015 0.0 0.0 0.0
C -1.671247 -3.210703 0.230584 0.0 0.0 0.0
O -0.711481 -2.854614 -0.404812 0.0 0.0 0.0
C -2.475969 -2.286276 1.083483 0.0 0.0 0.0
C -3.575191 -2.686538 1.814313 0.0 0.0 0.0
C -4.270205 -1.720515 2.536280 0.0 0.0 0.0
C -3.848513 -0.407617 2.486236 0.0 0.0 0.0
C -2.730965 -0.086601 1.723589 0.0 0.0 0.0
N -2.060753 -1.017167 1.055534 0.0 0.0 0.0
C -2.226848 1.356810 1.593416 0.0 0.0 -0.1
O -2.843780 2.215952 2.214980 0.0 0.0 0.0
O -1.227293 1.491819 0.826864 0.0 0.0 0.1
H -1.556736 -4.983467 -0.351548 0.0 0.0 0.0
H -3.879436 -3.722283 1.807983 0.0 0.0 0.0
H -5.137208 -1.999299 3.120098 0.0 0.0 0.0
H -4.349568 0.394686 3.008569 0.0 0.0 0.0
C 0.430371 -0.491974 2.767233 0.0 0.0 0.0
N 1.474660 -0.548377 3.776379 0.0 0.0 0.0
C 2.419472 0.544587 3.524649 0.0 0.0 0.0
N 3.014657 0.448972 2.193959 0.0 0.0 0.0
C 1.956000 0.497000 1.199190 0.0 0.0 0.0
N 0.971537 -0.615013 1.385871 0.0 0.0 0.0
C 1.718464 -1.904683 1.311245 0.0 0.0 0.0
N 2.781643 -1.964597 2.303263 0.0 0.0 0.0
C 2.194691 -1.816036 3.632929 0.0 0.0 0.0
C 3.697163 -0.842267 2.075517 0.0 0.0 0.0
H -0.096221 0.459137 2.844289 0.0 0.0 0.0
H -0.270514 -1.311720 2.938269 0.0 0.0 0.0
H 3.210332 0.506557 4.275711 0.0 0.0 0.0
H 1.893047 1.496567 3.613820 0.0 0.0 0.0
H 2.387167 0.393649 0.207987 0.0 0.0 0.0
H 1.409026 1.438128 1.269754 0.0 0.0 0.0
H 2.122867 -1.997543 0.306427 0.0 0.0 0.0
H 1.012209 -2.715987 1.494579 0.0 0.0 0.0
H 2.987702 -1.857454 4.381647 0.0 0.0 0.0
H 1.501143 -2.641071 3.811521 0.0 0.0 0.0
H 4.121267 -0.929150 1.074369 0.0 0.0 0.0
H 4.502880 -0.887898 2.810364 0.0 0.0 0.0
Br 5.031650 0.884571 -5.961942 0.0 0.0 0.0
C 3.259731 0.874781 -5.286008 0.0 0.0 0.0
C 2.228582 1.342104 -6.085490 0.0 0.0 0.0
C 0.933822 1.326910 -5.587989 0.0 0.0 0.0
C 0.680703 0.872397 -4.302164 0.0 0.0 0.0
C 1.726814 0.412278 -3.512260 0.0 0.0 0.0
C 3.023830 0.395567 -4.011185 0.0 0.0 0.0
C 1.482938 -0.119455 -2.125278 0.0 0.0 0.0
O 2.189548 -1.010051 -1.677091 0.0 0.0 0.0
O 0.515943 0.462331 -1.484814 0.0 0.1 -0.1
H 2.436320 1.703356 -7.083017 0.0 0.0 0.0
H 0.118626 1.668814 -6.212407 0.0 0.0 0.0
H -0.332658 0.833630 -3.923821 0.0 0.0 0.0
H 3.825169 0.005631 -3.399454 0.0 0.0 0.0
S -2.431088 -0.438598 -1.997667 0.1 0.0 0.1
C -2.630306 1.218753 -1.760786 0.0 0.0 0.0
N -1.684815 2.121333 -1.898160 0.0 0.0 0.0
C -1.994463 3.500993 -1.554060 0.0 0.0 0.0
C -3.326274 3.489985 -0.797796 0.0 0.0 0.0
S -4.135383 1.920857 -1.244316 0.0 0.0 0.0
H -0.722535 1.784207 -1.975269 0.0 0.0 0.0
H -2.053819 4.097578 -2.467051 0.0 0.0 0.0
H -1.200088 3.894750 -0.922068 0.0 0.0 0.0
H -3.963659 4.321091 -1.087974 0.0 0.0 0.0
H -3.177035 3.490108 0.281115 0.0 0.0 0.0

***

# 2
12
Properties=species:S:1:pos:R:3:forces:R:3 method="wB97M-V/def2-TZVPD" homo_lumo_gap_ev=10.161 total_charge=0 smiles="C=CO.O=CO"
C 1.391615 0.000092 -0.897394 -0.1 0.1 -0.1
C 0.235484 0.596767 -1.163675 0.4 0.1 0.1
O -0.807951 -0.077711 -1.727917 -0.1 0.0 0.1
H 1.510172 -1.062675 -1.090203 0.0 0.1 0.0
H 2.230359 0.553196 -0.486496 -0.2 0.0 -0.1
H 0.074365 1.659284 -0.962716 0.0 -0.2 -0.1
H -1.603002 0.120449 -1.208454 0.1 0.0 -0.2
O -1.740467 0.040761 0.908098 0.4 0.0 0.4
C -0.733026 0.029600 1.574324 -0.3 0.1 -0.1
O 0.056200 -1.025909 1.760796 -0.2 -0.1 -0.1
H -0.341816 0.898664 2.116375 -0.1 -0.1 0.0
H -0.271933 -1.732516 1.177262 0.0 0.0 0.1

***

# 3
80
Properties=species:S:1:pos:R:3:forces:R:3 method="wB97M-V/def2-TZVPD" homo_lumo_gap_ev=9.492 total_charge=0 smiles="O=C1NC(=O)c2c(B(O)O)cccc21.O=S1(=O)CCCC1.O=S1(=O)CCCC1.O=S1(=O)CCCC1.O=S1(=O)CCCC1"
O -6.989570 1.247190 1.446190 -0.6 0.0 0.1
C -5.806456 1.243947 1.280348 0.8 -0.2 0.1
N -5.000169 2.373819 1.113569 -0.4 0.6 -0.4
C -3.731681 2.059603 0.633638 -0.2 -0.5 0.2
O -2.964145 2.823302 0.116495 0.4 0.3 -0.1
C -3.601556 0.592228 0.839372 -0.1 -0.1 0.1
C -2.483619 -0.207336 0.715335 0.7 0.1 0.0
B -1.110934 0.488484 0.290792 -0.1 0.1 -0.2
O -0.763416 0.410303 -1.064758 0.1 -0.2 0.2
O -0.289714 1.216405 1.103609 0.4 -0.3 -0.2
C -2.668255 -1.581738 0.926867 -0.6 0.5 -0.1
C -3.927509 -2.074095 1.243319 -0.1 -0.1 0.2
C -5.039995 -1.244680 1.406161 0.2 0.1 -0.2
C -4.849540 0.103280 1.194530 0.0 -0.4 0.0
H -5.411496 3.277529 0.931665 0.0 0.0 0.0
H -0.393570 -0.469765 -1.207388 -0.1 0.0 -0.3
H 0.106070 0.706456 1.824625 -0.7 0.4 0.1
H -1.843051 -2.268823 0.820024 0.1 -0.1 0.0
H -4.058042 -3.140899 1.362856 0.0 -0.1 0.0
H -6.011930 -1.637877 1.659383 -0.1 -0.1 0.0
O 2.839528 3.123686 -1.626757 0.3 0.0 0.0
S 2.334910 2.921788 -2.964239 -0.3 0.0 -0.2
O 2.900509 1.911909 -3.824987 0.2 0.0 0.2
C 0.570565 2.717301 -2.861422 -0.3 0.1 0.0
C 0.020329 4.135145 -2.964169 0.2 0.1 -0.1
C 0.831690 4.820728 -4.075114 0.0 0.0 0.1
C 2.312699 4.504998 -3.818734 -0.2 0.3 -0.2
H 0.326868 2.212345 -1.930452 0.1 -0.1 0.0
H 0.255874 2.109014 -3.709168 0.1 0.0 0.0
H -1.046448 4.130640 -3.179552 0.0 0.0 0.0
H 0.169580 4.661282 -2.019162 0.0 0.0 0.0
H 0.532023 4.422256 -5.046468 0.0 0.0 0.0
H 0.660937 5.896190 -4.096125 0.0 0.0 0.0
H 2.888522 4.414228 -4.736128 0.1 -0.1 0.1
H 2.774940 5.240641 -3.163216 0.0 -0.1 0.1
O -1.057897 -0.604608 3.251001 0.0 0.2 -0.1
S -0.021170 -1.604485 3.211232 0.6 -0.4 0.5
O 0.573357 -2.004967 1.955968 -0.3 0.3 -0.2
C 1.264090 -1.115686 4.350034 0.0 -0.2 0.3
C 0.834164 -1.741018 5.674389 -0.1 0.0 0.0
C 0.350932 -3.159035 5.335947 0.1 0.1 0.0
C -0.576948 -3.049893 4.118348 0.0 -0.3 0.2
H 1.333407 -0.031354 4.375567 0.0 0.0 -0.1
H 2.201143 -1.535990 3.990309 0.0 0.1 -0.1
H 1.655141 -1.752452 6.389010 0.0 0.0 0.0
H 0.014635 -1.165559 6.111137 0.0 0.0 0.0
H 1.209387 -3.786566 5.089796 0.0 0.0 0.0
H -0.163646 -3.622586 6.176199 0.0 0.0 0.0
H -0.515033 -3.917865 3.466465 0.0 0.1 -0.1
H -1.612049 -2.876791 4.407539 0.0 0.1 -0.1
O -3.852749 -2.522707 -1.865892 -0.1 0.0 0.1
S -2.773578 -3.400924 -2.231697 0.1 -0.1 -0.2
O -2.140270 -4.257247 -1.259187 -0.1 0.1 0.2
C -3.291794 -4.373019 -3.642257 0.0 0.0 -0.3
C -2.896635 -3.524132 -4.846988 0.0 0.1 0.1
C -1.495638 -2.979229 -4.536196 0.0 -0.1 0.0
C -1.522104 -2.444129 -3.098910 0.2 0.1 -0.2
H -4.359640 -4.564986 -3.571035 0.0 0.0 0.1
H -2.737755 -5.311007 -3.616575 0.0 0.0 0.0
H -2.908946 -4.108442 -5.765687 0.0 0.0 0.0
H -3.599109 -2.696328 -4.964481 0.0 0.0 0.0
H -0.765098 -3.786466 -4.616343 0.0 0.0 0.0
H -1.199765 -2.200054 -5.236694 0.0 0.0 0.0
H -0.568595 -2.575868 -2.591459 -0.1 0.0 0.1
H -1.825270 -1.398584 -3.058447 -0.1 0.0 0.1
O 4.971735 -1.043092 1.506593 -0.1 -0.1 0.1
S 4.601376 0.253986 2.014737 0.1 0.3 -0.1
O 3.662221 0.373661 3.108255 0.0 -0.2 0.0
C 6.094766 1.158983 2.413830 0.2 0.1 -0.1
C 6.445535 1.885112 1.118467 -0.1 0.0 0.0
C 5.118389 2.430148 0.572699 0.1 0.0 0.0
C 4.087565 1.301099 0.650625 0.0 0.2 -0.1
H 6.858169 0.461671 2.751299 -0.1 -0.1 0.0
H 5.849367 1.861636 3.209814 0.0 0.0 0.0
H 7.170973 2.678746 1.291926 0.0 0.0 0.0
H 6.879761 1.182031 0.404308 0.0 0.0 0.0
H 4.790044 3.270274 1.188031 0.0 0.0 0.0
H 5.214846 2.792191 -0.447751 -0.1 0.0 0.0
H 3.085098 1.672127 0.847096 0.0 -0.1 0.0
H 4.083639 0.693924 -0.251961 0.0 -0.1 0.1

***

# 4
15
Properties=species:S:1:pos:R:3:forces:R:3 method="wB97M-V/def2-TZVPD" homo_lumo_gap_ev=9.753 total_charge=0 smiles=CSC.O.O
C -0.836995 -1.318736 0.279710 0.4 -1.6 0.9
S 0.971905 -0.907069 0.315146 -1.1 1.0 2.1
C 1.083604 0.146764 1.903886 1.9 0.1 -1.0
H -1.651512 -0.589490 0.412882 1.0 0.2 0.1
H -0.911200 -1.769502 -0.694459 -0.3 -0.1 -0.6
H -1.005012 -2.191587 0.981159 0.2 1.1 -0.5
H 0.603490 1.105694 1.721462 -0.3 -0.2 0.1
H 2.189100 0.394852 2.069449 -1.4 -0.5 -0.4
H 0.745488 -0.342731 2.815310 -0.3 -0.2 -0.3
O 1.767531 0.646310 -2.417788 0.0 -1.0 0.4
H 1.774889 0.097590 -3.232132 0.0 0.3 1.2
H 1.725077 0.062238 -1.593677 -0.1 0.9 -1.8
O -2.359440 1.534622 -0.619487 -1.9 -0.7 1.8
H -1.846986 2.309440 -0.712528 1.1 0.6 -0.9
H -2.249939 0.821605 -1.228932 0.8 0.1 -0.9